# 1
Entry from OMol25: a molecular structure, C18H25CaCl2N4O2PS5 (the ωB97M-V functional and the def2-TZVPD basis).

Structure (XYZ):
```
58
C18H25CaCl2N4O2PS5, DFT the ωB97M-V functional and the def2-TZVPD basis
H 3.807 -5.431 3.312
H -2.117 5.145 3.244
C -1.970 4.320 1.271
H -0.676 -4.098 2.331
S 2.839 -1.656 -1.559
N -0.534 -2.339 1.207
S -1.311 -1.313 -1.449
H 1.351 -5.307 3.085
H 0.980 0.209 -2.423
C 3.476 -2.455 1.746
C -2.277 -1.707 -0.033
H 3.224 -2.832 -4.168
C -2.691 1.994 -1.831
C 2.013 -1.646 -5.471
H 0.678 -0.272 -6.529
C 1.111 -0.563 -5.585
H -4.044 -0.165 1.878
H -0.982 3.787 3.111
C 2.550 -1.994 -4.270
H 2.266 -2.222 -6.354
C 2.227 -1.273 -3.081
H -0.537 5.377 2.474
C 0.785 0.094 -4.441
H -3.447 1.226 -1.982
C 1.984 -4.503 2.729
H 2.589 2.365 3.361
H -4.165 -1.922 2.114
O -2.292 1.842 -0.464
C -3.225 3.386 -2.093
H -2.381 5.213 0.795
C -1.362 4.676 2.610
H 4.087 1.371 3.410
Ca 0.798 -0.749 0.380
S -0.691 1.238 1.809
H -1.841 1.761 -2.474
S -4.010 -1.347 -0.216
C -4.490 -1.085 1.502
C 3.338 -4.570 2.850
N 2.144 -2.340 1.615
Cl 2.180 0.139 3.961
C 3.046 1.414 3.114
H -2.449 4.138 -1.942
O -0.978 3.822 0.365
Cl 2.996 1.267 1.344
H -2.779 3.594 1.377
H -5.578 -1.010 1.521
H 4.052 -1.631 1.331
S 0.617 2.095 -1.228
H -4.061 3.611 -1.427
C -0.032 -3.320 1.926
P -0.855 2.230 0.106
H -3.580 3.457 -3.124
N -1.911 -2.273 1.064
H 0.086 0.916 -4.386
C 4.127 -3.503 2.343
C 1.369 -3.382 2.111
N 1.337 -0.263 -3.264
H 5.207 -3.515 2.397
```

Output
- Kohn-Sham gap (alpha / beta) (eV) = 4.7 / 6.8
- HOMO (alpha / beta) (eV) = -2.2 / -4.3
- E (eV) = -136083.4024
- 2S+1 = 2
- charge = -1
- ΔE to the lowest compared entry with this formula, charge and spin (kJ/mol) = 45.7



# 2
Entry from OMol25: 15 unconnected molecules or ions with the total composition H30O15 at a distorted geometry (the ωB97M-V functional and the def2-TZVPD basis).

Structure (XYZ):
```
45
H30O15, DFT the ωB97M-V functional and the def2-TZVPD basis
O -3.083 0.237 3.228
H -2.021 0.195 0.768
H -0.648 -1.454 -1.813
H 3.966 -0.348 2.160
H 0.898 0.632 3.009
H 2.988 3.175 2.081
O 2.720 1.529 -2.076
H 4.114 -2.716 -1.689
H 0.739 1.859 -3.342
O 3.402 -2.157 -1.971
O -0.705 -0.504 -1.773
O 3.700 -0.645 1.298
O -3.155 0.708 -1.315
H -3.978 0.460 -1.772
O -1.266 -0.143 1.248
H 1.235 -1.210 -0.934
H 3.329 1.197 -1.420
H -0.829 -0.741 0.626
H -1.631 -0.239 -1.746
H -2.371 0.118 2.594
O -4.321 1.657 1.684
O 0.454 -3.199 -2.991
O 0.904 -2.070 -0.565
O 2.846 3.801 1.325
H -0.787 0.857 3.097
H -4.603 0.775 1.884
H 0.302 2.246 -2.042
H 2.759 -0.775 1.263
H 1.942 4.005 1.624
H 1.268 -3.636 -2.663
O -1.779 2.951 0.259
O 0.047 2.459 -2.945
H -2.801 -0.019 4.117
H -0.518 -3.519 0.866
H 0.856 -4.186 0.714
H -3.634 1.207 -0.629
H -2.683 3.234 0.158
O 0.055 0.642 3.484
H 3.588 -1.225 -1.998
H -0.218 -3.683 -2.508
H 1.452 -2.617 -1.119
H 3.045 1.322 -2.945
H -1.733 2.079 -0.121
H -3.741 2.071 2.328
O -0.099 -4.327 0.562
```

Output
- Kohn-Sham gap (eV) = 10.3
- HOMO (eV) = -10.4
- E (eV) = -31198.2874
- 2S+1 = 1
- charge = 0
- ΔE to the lowest compared entry with this formula, charge and spin (kJ/mol) = 325.9



# 3
Entry from OMol25: 2 unconnected molecules or ions with the total composition C5H6NS at a distorted geometry (the ωB97M-V functional and the def2-TZVPD basis).

Structure (XYZ):
```
13
C5H6NS, DFT the ωB97M-V functional and the def2-TZVPD basis
H -1.810 -1.173 -2.979
C -0.775 -0.631 0.758
H 1.449 1.420 1.584
S -0.045 -0.103 -1.792
N -1.878 -1.249 0.391
C 0.104 -0.053 -0.134
H 1.784 1.979 -0.133
C -2.221 -1.406 -0.874
H -3.163 -1.921 -1.031
C 1.813 1.194 0.599
H 2.604 0.471 0.519
C -1.489 -0.983 -1.966
H -0.597 -0.586 1.827
```

Output
- Kohn-Sham gap (eV) = 8.7
- HOMO (eV) = -14.7
- E (eV) = -17597.0770
- 2S+1 = 1
- charge = +1
- ΔE to the lowest compared entry with this formula, charge and spin (kJ/mol) = 227.6



# 4
Entry from OMol25: a molecular structure, C12H20B2Br18O3S (the ωB97M-V functional and the def2-TZVPD basis).

Structure (XYZ):
```
56
C12H20B2Br18O3S, DFT the ωB97M-V functional and the def2-TZVPD basis
C -4.381 6.008 -2.381
Br 2.371 -7.332 -3.238
Br -5.947 0.391 -1.757
H 0.693 0.344 -1.209
H -4.638 -0.417 0.174
H -0.238 2.445 1.833
H -1.825 2.961 0.234
Br -0.160 -5.431 -2.952
H -3.354 0.849 -1.513
C -5.522 -0.811 -0.310
H -0.193 1.096 0.147
Br -3.082 4.990 -3.361
H 1.887 2.703 -2.956
C -1.083 3.764 0.310
H 0.408 4.381 -3.962
O -2.612 0.591 -0.951
Br 3.395 -3.523 1.255
C 1.988 -2.275 0.878
Br 7.757 -3.298 6.378
O -0.895 2.979 -4.566
C 0.839 2.395 -3.058
H 0.692 -5.167 5.680
Br 1.456 -2.348 -0.962
Br -5.086 -2.560 -0.963
Br 1.401 -6.242 3.571
Br 2.472 -0.492 1.422
C 0.891 -6.813 -2.128
H 8.284 -4.511 4.291
H -1.648 4.694 0.408
H 0.252 -7.677 -2.018
Br -5.928 4.946 -1.961
Br 3.149 -5.189 6.007
C -0.103 1.045 -0.939
H -0.859 3.958 2.443
Br 1.480 -6.300 -0.372
B -1.420 0.534 -1.636
Br 6.122 -3.480 3.664
Br -6.933 -0.861 0.990
Br 6.716 -6.110 5.336
H -1.513 0.694 -3.642
H 0.796 1.385 -3.471
Br -3.620 6.796 -0.799
H -0.906 4.222 -1.777
H 1.137 -2.571 1.476
C 0.086 3.322 -3.939
C 1.522 -4.975 5.015
C -0.273 3.789 -0.988
H 1.957 3.183 2.286
Br 1.347 -3.171 4.368
C -0.308 3.509 1.617
O -1.378 0.048 -2.937
S 1.380 4.207 1.650
C 7.361 -4.371 4.834
B 0.177 2.419 -1.599
H 0.598 4.450 -0.907
H -4.707 6.820 -3.015
```

Output
- Kohn-Sham gap (eV) = 9.0
- HOMO (eV) = -9.1
- E (eV) = -1291864.4684
- 2S+1 = 1
- charge = 0



# 5
Entry from OMol25: a molecular structure, C18H26N2O5S at a distorted geometry (the ωB97M-V functional and the def2-TZVPD basis).

Structure (XYZ):
```
52
C18H26N2O5S, DFT the ωB97M-V functional and the def2-TZVPD basis
C 5.798 -0.685 0.095
C 5.802 -1.819 -0.755
H 2.663 3.020 -1.095
H 2.239 0.973 0.914
H -7.849 -0.505 -1.202
C 3.836 -2.566 0.253
C -3.729 -1.051 -1.205
C -3.163 0.447 0.791
H -0.209 2.661 -1.450
C -7.425 -1.137 0.916
C 2.247 2.798 0.199
H 5.319 -1.808 -1.687
H 3.280 -3.519 0.825
N 4.389 -0.131 0.353
H -7.594 -2.143 0.534
H -6.840 0.802 -0.238
O 5.094 -3.158 0.009
H -1.523 -1.725 -1.418
H -2.772 0.922 1.786
H 1.758 -0.418 -0.927
H -4.011 -1.801 -2.156
H 6.265 -0.784 0.848
H -6.661 -1.016 1.528
H 1.833 0.784 -1.893
O 4.510 1.714 -0.775
S -0.402 0.138 0.789
O -5.932 -1.043 -1.221
H -1.103 2.298 -0.159
C -6.961 -0.367 -0.432
H 0.526 2.719 1.309
C -2.166 -0.189 0.160
H -5.212 0.837 0.936
C 1.507 0.504 -0.834
C 3.614 -1.214 1.209
N 0.197 0.688 -0.556
C 3.878 0.902 -0.326
H 4.209 -1.191 2.046
O -0.481 0.841 2.057
H 2.629 -0.845 0.951
O 0.258 -1.225 0.695
C -4.541 0.106 0.677
C 2.451 1.318 0.188
C -0.262 2.394 -0.550
H 2.798 3.379 0.546
H 6.243 0.247 -0.625
H 0.490 4.115 0.105
H 6.704 -2.382 -0.749
H -8.528 -0.679 1.302
C 0.769 3.141 0.255
C -4.784 -0.696 -0.514
H 3.173 -2.551 -0.684
C -2.332 -1.099 -0.825
```

Output
- Kohn-Sham gap (eV) = 9.3
- HOMO (eV) = -9.0
- E (eV) = -43123.0288
- 2S+1 = 1
- charge = 0
- ΔE to the lowest compared entry with this formula, charge and spin (kJ/mol) = 1834.6



# 6
Entry from OMol25: a molecular structure, C21H31F5OP2W at a distorted geometry (the ωB97M-V functional and the def2-TZVPD basis).

Structure (XYZ):
```
61
C21H31F5OP2W, DFT the ωB97M-V functional and the def2-TZVPD basis
H -1.193 -4.299 -2.112
C 0.377 0.350 -3.988
C -1.502 -1.053 -0.081
H 1.725 -2.351 -0.092
C -1.496 0.461 -0.360
C -0.709 1.857 6.838
H -1.737 3.118 -2.441
H -2.208 1.673 -3.375
C 0.568 2.115 6.321
C -0.781 1.439 0.584
H -1.467 1.951 1.271
H -2.558 0.780 -0.399
H 0.979 0.176 -1.471
C 1.434 2.843 -2.919
H 2.406 2.363 -3.094
F -2.283 0.065 4.072
H 1.494 -2.071 3.353
P 0.137 1.598 -2.665
C 1.540 -0.196 -0.571
C -1.674 1.176 6.082
H -2.468 -1.440 -0.458
C -0.489 -0.925 -3.868
C -1.408 2.412 -3.217
W 0.184 -0.663 1.605
H -0.614 -2.986 -0.435
F -1.021 2.269 8.075
C -0.061 0.936 4.306
H -1.567 -0.688 -3.820
F 2.110 1.896 4.527
H 1.172 3.485 -3.774
H -1.133 0.614 -1.409
C 1.539 -2.732 -2.792
C 0.982 -1.549 -0.196
H -0.260 -2.433 3.506
H 1.812 -3.420 -1.981
H 1.707 0.595 1.526
C 0.885 1.670 5.060
C -0.381 -1.949 -0.744
H -2.278 -3.217 -3.030
P -0.160 -2.157 -2.543
H -1.604 -1.244 1.045
F -2.901 0.953 6.590
C 0.577 -2.325 2.800
C -1.360 0.730 4.816
C 1.635 0.989 0.442
H 1.618 -3.265 -3.749
O 0.293 0.397 3.171
F 1.478 2.786 7.057
H 0.696 3.042 0.259
H -1.213 2.952 -4.153
H 1.452 0.104 -4.041
H 1.503 3.454 -2.009
H -0.922 -4.047 -3.861
C 0.486 1.973 0.294
H 2.254 -1.898 -2.795
H 2.615 1.465 0.260
H 2.556 -0.364 -0.986
H 0.114 0.892 -4.910
H -0.353 -1.500 -4.803
C -1.242 -3.563 -2.926
H 0.716 -3.243 2.209
```

Output
- Kohn-Sham gap (alpha / beta) (eV) = 6.2 / 6.3
- HOMO (alpha / beta) (eV) = -13.6 / -13.8
- E (eV) = -58294.4514
- 2S+1 = 3
- charge = +2
- ΔE to the lowest compared entry with this formula, charge and spin (kJ/mol) = 0.0



# 7
Entry from OMol25: a molecular structure, C61H51FGeMgN2O3P3 at a distorted geometry (the ωB97M-V functional and the def2-TZVPD basis).

Structure (XYZ):
```
123
C61H51FGeMgN2O3P3, DFT the ωB97M-V functional and the def2-TZVPD basis
O 0.433 1.849 -0.037
N -0.299 1.405 2.045
H -3.444 -5.854 -2.261
H -2.382 -1.991 -4.069
H -5.243 -1.810 -1.376
Ge 1.013 -2.126 -2.161
H 0.469 5.615 4.244
Mg -0.115 -0.068 -0.270
H 1.424 -3.971 5.720
H 3.068 2.943 -0.298
H -3.954 2.789 -0.100
H 0.528 -4.639 -3.249
C 0.305 3.597 1.544
H -3.884 -3.644 -1.315
C -2.670 -5.098 -2.284
C -4.202 0.437 -2.561
C -1.825 -6.289 1.629
C 0.946 -0.136 -2.349
H -0.914 2.028 -4.196
H 3.883 4.161 1.668
H 2.479 -1.846 6.405
C 5.663 -0.225 -4.499
C 4.819 -0.501 -3.435
C 1.098 -3.347 3.702
H -2.433 3.438 0.544
H 4.203 -1.394 -3.440
H 1.023 -5.363 0.056
C 5.526 1.524 -2.339
H -3.140 1.970 1.254
C 3.922 1.062 0.298
P 0.755 -2.505 1.015
C -1.440 -5.376 -2.861
C 6.369 1.797 -3.407
H -5.266 0.668 -5.767
H -2.377 -0.798 1.641
C -0.083 0.350 -3.167
H -2.419 -7.173 1.828
C 2.131 -1.973 5.388
H 5.493 2.202 -1.495
H 3.497 -3.698 -2.866
H 5.185 -4.786 0.916
C 0.973 2.494 -3.264
F 1.600 -2.403 -3.824
C -1.932 -2.858 -1.740
H 7.078 1.155 -5.327
O -2.248 1.659 -0.544
H 2.898 2.647 -2.369
H 0.986 3.515 -3.623
C -2.985 2.519 0.328
C 5.117 1.095 2.400
H 0.910 7.276 2.472
C -2.214 -5.058 2.137
C -4.918 0.886 -3.659
C -4.971 -1.667 -0.337
H -6.398 -1.725 2.736
H 4.858 -0.656 1.186
C 1.230 -2.314 2.774
H 0.563 4.187 -0.488
C -3.664 -1.317 0.012
C -5.632 -1.612 1.979
C 2.277 -3.183 0.262
H 1.914 -0.305 2.457
P 3.460 -0.034 -1.100
C -3.372 -1.098 1.356
H 2.749 -0.016 4.750
H 5.711 -0.908 -5.337
C -1.438 -3.938 1.899
C -2.914 -3.848 -1.743
H 5.295 -4.772 -1.552
C -3.785 -0.706 -5.047
P -2.317 -1.140 -1.220
C 0.754 5.850 0.880
H 0.937 6.581 0.104
C 0.730 6.242 2.209
C 1.539 -3.167 5.004
C -0.667 -6.388 0.876
C 4.735 0.379 -2.355
H 0.661 -4.294 3.420
C -3.279 -0.602 -2.689
H -4.085 -1.077 3.373
H -1.714 -2.990 2.339
C 3.296 -3.780 0.995
H -1.252 -6.338 -3.318
H -6.947 -2.088 0.353
H 3.241 -3.816 2.075
H -5.646 1.678 -3.541
C -0.667 -3.164 -2.255
C 3.444 -3.718 -1.784
C 0.542 4.522 0.541
H -4.379 0.877 -1.589
C -4.707 0.319 -4.909
C 4.656 0.406 1.289
H 5.694 0.576 3.155
C -3.079 -1.170 -3.946
C 4.451 -4.323 -1.046
C 6.432 0.930 -4.489
O -0.383 0.197 1.594
C 3.648 2.418 0.447
C 4.099 3.104 1.565
C -0.444 -4.419 -2.821
H 6.973 2.695 -3.402
H -3.613 -1.152 -6.018
H 0.076 3.241 3.644
H -0.352 -7.347 0.486
H 5.186 2.987 3.411
C 0.484 5.307 3.207
C -0.098 1.667 -3.582
C 2.026 0.716 -2.005
H -0.851 -0.326 -3.522
C -5.940 -1.816 0.641
N 0.130 2.223 1.178
C 4.388 -4.334 0.340
C 2.274 -0.947 4.466
C -4.344 -1.248 2.335
C 2.036 2.012 -2.524
C 2.373 -3.123 -1.135
H -3.115 -4.973 2.732
H -2.090 2.115 -1.378
C 0.264 3.981 2.882
C 1.817 -1.114 3.169
C 0.110 -5.263 0.626
C 4.835 2.446 2.541
C -0.267 -4.029 1.145
```

Output
- Kohn-Sham gap (eV) = 8.1
- HOMO (eV) = -10.4
- E (eV) = -165748.7127
- 2S+1 = 1
- charge = +1



# 8
Entry from OMol25: 2 unconnected molecules or ions with the total composition C7H14NS at a distorted geometry (the ωB97M-V functional and the def2-TZVPD basis).

Structure (XYZ):
```
23
C7H14NS, DFT the ωB97M-V functional and the def2-TZVPD basis
C -2.520 -1.490 0.574
H -4.302 1.955 1.336
N -2.371 -0.174 -0.088
H 3.925 -0.519 -1.459
C -1.755 -0.168 -1.386
C 3.174 0.306 -1.361
H -3.343 -2.012 0.184
H 2.311 0.280 -2.037
H -2.745 2.470 1.857
H 3.684 0.958 1.499
H 4.624 -0.308 0.723
H -2.335 -0.687 -2.231
H -1.664 -2.235 0.361
H -0.878 -0.794 -1.310
H 3.693 1.326 -1.397
H -2.608 -1.368 1.584
C 2.630 0.188 -0.058
H -1.260 0.843 -1.702
C 3.606 -0.019 1.069
C -2.765 0.808 0.553
C -3.281 1.732 1.264
S 1.040 -0.307 0.345
H 3.140 -0.784 1.679
```

Output
- Kohn-Sham gap (eV) = 7.7
- HOMO (eV) = -11.6
- E (eV) = -19801.1750
- 2S+1 = 1
- charge = +1
- ΔE to the lowest compared entry with this formula, charge and spin (kJ/mol) = 269.2